Version one
Formula: C8H11N2O
Source: the Open Molecules 2025 dataset
Level of theory: wB97M-V/def2-TZVPD

Geometry as ORCA input:
```
! wB97M-V def2-TZVPD RIJCOSX def2/J DEFGRID3
* xyz 1 1
O -2.610 -1.574 0.614
N -1.469 0.595 -1.243
N 3.051 -1.050 -0.391
C -2.546 0.709 -0.200
C -0.487 -0.389 -0.645
C 1.801 -1.051 -0.761
C 1.305 0.789 0.763
C 0.868 -0.149 -0.222
C 2.653 0.839 0.991
C 3.544 -0.001 0.282
C -1.954 -0.388 0.752
H -1.831 0.288 -2.098
H 4.643 -0.057 0.441
H 3.144 1.584 1.649
H -0.684 -1.394 -1.062
H 1.376 -1.847 -1.526
H -1.071 1.628 -1.448
H -2.745 1.768 0.334
H -3.454 0.343 -0.557
H -1.439 -0.155 1.720
H 0.684 1.565 1.238
H -2.780 -2.052 1.369
*
```

Results
HOMO energy = -12.454 eV



Version two
Formula: C8H11N2O
Source: the Open Molecules 2025 dataset
Level of theory: wB97M-V/def2-TZVPD

Geometry as ORCA input:
```
! wB97M-V def2-TZVPD RIJCOSX def2/J DEFGRID3
* xyz 1 1
O 1.271 -1.050 -2.586
N 1.241 1.267 -1.058
N -0.448 1.338 0.321
C 0.210 0.099 0.731
C 0.009 -2.432 0.358
C -0.669 -1.197 0.803
C 0.183 1.950 -0.608
C 1.283 -0.043 -0.451
C 1.090 -1.225 -1.402
C 0.805 -2.497 -0.701
C -1.695 1.897 0.926
H -0.415 -3.228 0.859
H 1.706 1.624 -1.859
H 1.249 -3.471 -1.152
H -1.448 2.706 1.742
H 0.749 0.302 1.684
H -2.224 1.221 1.511
H -1.188 -1.175 1.892
H 2.249 -0.153 0.003
H -2.362 2.400 0.025
H -0.108 2.915 -1.159
H -1.489 -1.247 0.123
*
```

Results
HOMO energy = -13.495 eV
Structure (SMILES) = CN1C=[NH+][C@@H]2C(=O)C=CC[C@@H]21



Preferred: version two; penalty for the next structure: 196.0 kJ/mol.



Version one
Formula: C4H8NO
Source: the Open Molecules 2025 dataset
Level of theory: wB97M-V/def2-TZVPD

Geometry as ORCA input:
```
! wB97M-V def2-TZVPD RIJCOSX def2/J DEFGRID3
* xyz 1 1
O 2.461 0.341 -0.403
N 0.749 0.416 0.060
C -1.753 0.747 0.400
C -2.520 -0.173 -0.564
C -0.365 0.637 0.201
C 3.177 -0.609 0.184
H -2.174 -0.050 -1.588
H -3.576 0.089 -0.522
H -2.024 1.798 0.234
H 2.941 -1.640 -0.110
H 3.345 -0.490 1.263
H 4.135 -0.340 -0.318
H -2.414 -1.218 -0.277
H -1.982 0.495 1.441
*
```

Results
HOMO energy = -16.645 eV



Version two
Formula: C4H8NO
Source: the Open Molecules 2025 dataset
Level of theory: wB97M-V/def2-TZVPD

Geometry as ORCA input:
```
! wB97M-V def2-TZVPD RIJCOSX def2/J DEFGRID3
* xyz 1 1
O 2.319 0.699 0.096
N -0.007 0.282 0.026
C 2.440 -0.643 -0.405
C -0.662 1.542 0.505
C 1.216 0.020 -0.080
C -0.946 -0.878 -0.164
H -0.502 2.341 -0.223
H -0.246 1.861 1.354
H -0.663 -1.387 -1.119
H -1.709 1.527 0.550
H 2.706 -1.410 0.289
H -0.828 -1.604 0.603
H -1.926 -0.414 -0.150
H 2.800 -0.811 -1.458
*
```

Results
HOMO energy = -16.205 eV
Structure (SMILES) = C[N+](C)=C1CO1



Preferred: version two; penalty for the next structure: 256.6 kJ/mol.



Version one
Formula: C4H8NO
Source: the Open Molecules 2025 dataset
Level of theory: wB97M-V/def2-TZVPD

Geometry as ORCA input:
```
! wB97M-V def2-TZVPD RIJCOSX def2/J DEFGRID3
* xyz 1 1
O -2.435 -0.138 0.364
N -0.472 1.270 -0.569
C 1.210 -0.275 0.184
C 0.026 -1.122 -0.298
C -0.878 0.005 0.037
C 0.193 0.762 0.698
H 0.106 -1.461 -1.262
H -0.078 -1.868 0.351
H -1.111 2.036 -0.434
H 1.924 0.265 -0.642
H 0.221 1.473 1.499
H -2.617 -0.985 -0.109
H 0.139 1.349 -1.438
H 1.709 -0.596 1.062
*
```

Results
HOMO energy = -15.909 eV
Structure (SMILES) = O[C@]12CC[C@H]1[NH2+]2



Version two
Formula: C4H8NO
Source: the Open Molecules 2025 dataset
Level of theory: wB97M-V/def2-TZVPD

Geometry as ORCA input:
```
! wB97M-V def2-TZVPD RIJCOSX def2/J DEFGRID3
* xyz 1 1
O 0.413 0.046 0.277
N 2.668 0.886 0.137
C -1.952 -0.258 0.479
C 1.643 -0.218 -0.094
C -0.691 -0.482 -0.180
C -3.118 -0.743 0.092
H 2.756 1.650 -0.532
H 1.645 -0.803 -1.079
H 2.397 1.493 0.919
H -1.788 0.600 1.199
H -3.133 -1.444 -0.667
H -3.930 -0.266 0.577
H 3.599 0.530 -0.082
H -0.508 -0.990 -1.047
*
```

Results
HOMO energy (alpha / beta) = -11.571 / -12.555 eV



Preferred: version one; penalty for the next structure: 172.8 kJ/mol.



Version one
Formula: H2P2S4
Source: the Open Molecules 2025 dataset
Level of theory: wB97M-V/def2-TZVPD

Geometry as ORCA input:
```
! wB97M-V def2-TZVPD RIJCOSX def2/J DEFGRID3
* xyz 0 1
S -1.361 2.455 -0.538
S 0.920 0.270 1.039
S 2.490 -1.478 -0.919
S -2.331 -0.748 0.323
P -1.301 0.934 0.722
P 0.723 -0.379 -0.831
H 1.979 -2.028 -1.953
H -1.118 0.973 2.157
*
```

Results
HOMO energy = -8.575 eV



Version two
Formula: H2P2S4
Source: the Open Molecules 2025 dataset
Level of theory: wB97M-V/def2-TZVPD

Geometry as ORCA input:
```
! wB97M-V def2-TZVPD RIJCOSX def2/J DEFGRID3
* xyz 0 1
S 2.257 0.428 0.549
S -0.877 0.469 -1.695
S -1.411 0.827 1.376
S -0.756 -2.456 0.153
P -2.028 -1.055 -0.157
P -0.731 1.836 -0.252
H 2.293 0.465 -0.848
H 1.254 -0.514 0.874
*
```

Results
HOMO energy = -8.732 eV



Preferred: version two; penalty for the next structure: 56.2 kJ/mol.



Version one
Formula: C3H11N2O
Source: the Open Molecules 2025 dataset
Level of theory: wB97M-V/def2-TZVPD

Geometry as ORCA input:
```
! wB97M-V def2-TZVPD RIJCOSX def2/J DEFGRID3
* xyz 1 1
O -0.163 0.160 -1.909
N 0.931 -1.308 1.067
N -1.147 -0.835 0.051
C -0.418 1.529 0.044
C 1.289 -0.547 -0.166
C -0.101 0.196 -0.566
H -0.137 -1.312 1.046
H -1.909 -0.255 0.355
H 1.544 -1.211 -1.024
H 0.431 2.140 0.221
H 1.244 -0.872 2.014
H -0.716 1.329 1.025
H -1.490 -1.401 -0.644
H -1.210 2.136 -0.425
H 1.281 -2.244 1.040
H 2.096 0.211 -0.048
H -0.800 0.854 -2.132
*
```

Results
HOMO energy = -14.722 eV
Structure (SMILES) = C[C@@](N)(O)C[NH3+]



Version two
Formula: C3H11N2O
Source: the Open Molecules 2025 dataset
Level of theory: wB97M-V/def2-TZVPD

Geometry as ORCA input:
```
! wB97M-V def2-TZVPD RIJCOSX def2/J DEFGRID3
* xyz 1 1
O -0.660 0.477 0.262
N 0.778 1.180 -2.120
N -1.065 0.828 2.504
C 1.439 -0.215 -2.097
C -1.027 -1.419 1.690
C -0.896 -0.010 1.412
H 0.395 1.339 -1.039
H 0.654 -1.112 -2.083
H -0.833 1.699 2.473
H 1.996 -0.412 -3.010
H -0.625 -1.619 2.673
H 2.026 -0.523 -1.239
H 0.052 1.095 -2.855
H -0.387 -1.841 0.813
H -1.321 0.510 3.390
H -2.034 -1.818 1.617
H 1.508 1.840 -2.389
*
```

Results
HOMO energy = -14.046 eV



Preferred: version two; penalty for the next structure: 27.2 kJ/mol.



Version one
Formula: C3H11N2O
Source: the Open Molecules 2025 dataset
Level of theory: wB97M-V/def2-TZVPD

Geometry as ORCA input:
```
! wB97M-V def2-TZVPD RIJCOSX def2/J DEFGRID3
* xyz 1 1
O -2.217 2.189 -0.834
N 0.444 0.904 -1.507
N 0.736 0.052 0.592
C 0.361 -1.005 1.549
C 0.649 -0.105 -0.720
C 0.540 -2.424 1.046
H 1.402 -2.605 0.407
H 0.937 -0.816 2.440
H 0.824 -1.083 -1.160
H -2.364 3.074 -0.469
H 0.583 -3.088 1.897
H 0.508 0.872 -2.514
H -0.678 -0.912 1.859
H 0.124 1.759 -1.070
H -0.307 -2.656 0.397
H 1.308 0.774 1.004
H -2.988 1.695 -0.531
*
```

Results
HOMO energy = -14.824 eV



Version two
Formula: C3H11N2O
Source: the Open Molecules 2025 dataset
Level of theory: wB97M-V/def2-TZVPD

Geometry as ORCA input:
```
! wB97M-V def2-TZVPD RIJCOSX def2/J DEFGRID3
* xyz 1 1
O 3.206 -2.351 1.624
N -0.390 0.250 -0.579
N 1.738 0.887 -1.286
C -2.844 0.376 -0.239
C -1.437 0.497 0.412
C 0.816 0.687 -0.354
H -0.597 -0.220 -1.446
H 3.819 -3.071 1.600
H -3.659 0.117 0.422
H -2.776 -0.389 -1.016
H 2.488 1.556 -1.217
H -1.359 1.514 0.786
H -1.352 -0.119 1.312
H -2.946 1.334 -0.740
H 1.590 0.476 -2.205
H 1.094 1.076 0.619
H 2.608 -2.621 2.308
*
```

Results
HOMO energy = -14.391 eV



Version three
Formula: C3H11N2O
Source: the Open Molecules 2025 dataset
Level of theory: wB97M-V/def2-TZVPD

Geometry as ORCA input:
```
! wB97M-V def2-TZVPD RIJCOSX def2/J DEFGRID3
* xyz 1 1
O 0.383 0.439 0.240
N 0.701 1.807 -1.482
N 1.101 -2.026 0.473
C -0.081 1.317 -0.517
C -0.134 -1.815 1.338
C -1.521 1.767 -0.380
H 1.677 -1.180 0.420
H -0.252 -2.700 1.989
H -1.748 2.655 0.209
H 0.185 -0.862 1.915
H 0.870 -2.182 -0.501
H -0.945 -1.662 0.622
H 1.683 1.655 -1.708
H -2.298 1.154 0.043
H 1.760 -2.688 0.890
H -1.770 1.764 -1.449
H 0.386 2.557 -2.101
*
```

Results
HOMO energy = -13.759 eV



Version four
Formula: C3H11N2O
Source: the Open Molecules 2025 dataset
Level of theory: wB97M-V/def2-TZVPD

Geometry as ORCA input:
```
! wB97M-V def2-TZVPD RIJCOSX def2/J DEFGRID3
* xyz 1 1
O -0.142 1.545 -1.973
N 0.371 2.001 1.455
N -0.024 -0.263 1.087
C -0.295 1.002 0.921
C 0.461 -2.079 -0.517
C -0.625 -1.321 0.277
H 0.048 2.936 1.262
H 0.819 -1.469 -1.340
H 0.983 1.887 2.250
H -1.156 -2.027 0.905
H -1.066 1.209 0.195
H -0.501 2.174 -2.614
H 0.506 1.063 -2.519
H -1.348 -0.838 -0.374
H 1.267 -2.340 0.153
H 0.040 -2.977 -0.959
H 0.663 -0.503 1.791
*
```

Results
HOMO energy = -14.973 eV



Preferred: version four; penalty for the next structure: 57.4 kJ/mol.